ORCA calculation (ωB97M-V with the def2-TZVPD basis set) on a 5-piece molecular cluster, H10O5 overall in a non-equilibrium geometry.

XYZ file:
```
15
Properties=species:S:1:pos:R:3
O -1.373 -0.387 1.507
H -0.918 0.482 1.440
H -1.936 -0.373 0.724
O 0.218 1.569 0.218
H 1.083 1.064 0.171
H 0.426 2.511 0.156
O 0.318 -1.851 -0.170
H -0.121 -1.539 0.663
H -0.265 -1.464 -0.842
O -1.493 0.055 -1.234
H -1.810 0.355 -2.108
H -0.921 0.761 -0.877
O 2.286 -0.061 -0.107
H 1.658 -0.830 -0.189
H 2.847 -0.291 0.650
```

Gap between HOMO and LUMO, eV: 11.66
DFT total energy, Ha: -382.22207
SMILES: O.O.O.O.O
ΔE to the lowest compared entry with this formula, charge and spin, kcal/mol: 1.3
Charge: 0
LUMO energy, eV: 0.485
Spin multiplicity: 1

Atomic partial charges in e from the natural (NBO) method, atoms 1 to 5:
1 O -0.975
2 H 0.495
3 H 0.490
4 O -1.023
5 H 0.519